(1)
{
  "formula": "C3H2S2",
  "method": "ωB97M-V/def2-TZVPD",
  "species": ["S", "S", "C", "C", "C", "H", "H"],
  "positions_angstrom": [[-1.335, -1.401, -0.159], [-1.356, 1.368, -0.159], [-1.325, 0.043, 1.003], [-0.244, 0.008, -0.182], [1.070, 0.015, 0.008], [1.464, -0.870, -0.226], [1.725, 0.836, -0.285]],
  "total_energy_ha": -911.6752,
  "gap_ev": [7.0, 7.0],
  "homo_energy_ev": [-8.65, -8.64],
  "relative_energy_kcal_mol": 81.5,
  "total_charge": 0,
  "spin_multiplicity": 1,
  "molar_mass_da": 102.18
}


(2)
{
  "formula": "C3H9NO2",
  "method": "ωB97M-V/def2-TZVPD",
  "species": ["O", "O", "N", "C", "C", "C", "H", "H", "H", "H", "H", "H", "H", "H", "H"],
  "positions_angstrom": [[-0.938, -0.348, 1.795], [-0.231, 1.658, 2.390], [0.639, -1.576, -1.780], [1.710, -1.871, -0.835], [-0.984, 0.867, 1.627], [-1.652, 1.584, 0.524], [0.002, 2.479, 2.004], [-0.113, -0.945, -1.557], [1.103, -1.425, -2.684], [2.075, -2.938, -0.795], [2.532, -1.210, -1.164], [-1.054, 2.280, -0.040], [1.440, -1.551, 0.160], [-2.570, 2.230, 0.636], [-1.958, 0.767, -0.280]],
  "total_energy_ha": -324.5779,
  "gap_ev": [10.0, 4.8],
  "homo_energy_ev": [-13.91, -13.91],
  "relative_energy_kcal_mol": 29.9,
  "total_charge": 1,
  "spin_multiplicity": 2,
  "s2": 0.75,
  "molar_mass_da": 91.11
}


(3)
{
  "formula": "C5H8Br2O2",
  "method": "ωB97M-V/def2-TZVPD",
  "species": ["Br", "Br", "O", "O", "C", "C", "C", "C", "C", "H", "H", "H", "H", "H", "H", "H", "H"],
  "positions_angstrom": [[-3.601, -0.741, 0.645], [-1.703, 2.405, 0.118], [1.103, 2.350, -0.783], [-0.587, 0.794, -1.858], [-1.971, -1.347, -0.324], [1.113, 0.399, 1.289], [-0.022, 0.103, 0.368], [-0.765, -1.003, 0.464], [-0.357, 1.160, -0.616], [1.291, -0.432, 1.965], [0.885, 1.292, 1.866], [0.837, 3.150, -0.327], [2.008, 0.605, 0.705], [-0.729, 1.554, -2.437], [-0.516, -1.704, 1.248], [-2.015, -0.872, -1.300], [-2.094, -2.424, -0.422]],
  "total_energy_ha": -5493.7577,
  "gap_ev": 9.9,
  "homo_energy_ev": -9.74,
  "relative_energy_kcal_mol": 46.7,
  "total_charge": 0,
  "spin_multiplicity": 1,
  "molar_mass_da": 259.92
}


(4)
{
  "formula": "C2H3IOS",
  "method": "ωB97M-V/def2-TZVPD",
  "species": ["I", "S", "O", "C", "C", "H", "H", "H"],
  "positions_angstrom": [[-2.508, -0.900, 0.871], [-0.304, -1.907, 0.924], [-0.628, 1.943, -1.324], [0.033, 2.638, -0.737], [0.727, -0.611, 0.104], [0.943, 0.186, 0.864], [0.174, -0.039, -0.586], [1.563, -1.311, -0.115]],
  "total_energy_ha": -849.0233,
  "gap_ev": [7.3, 6.8],
  "homo_energy_ev": [-6.57, -9.45],
  "relative_energy_kcal_mol": 0.0,
  "total_charge": 0,
  "spin_multiplicity": 3,
  "s2": 2.01,
  "molar_mass_da": 202.02
}


(5)
{
  "formula": "C20H16BCl4NO2",
  "method": "ωB97M-V/def2-TZVPD",
  "species": ["Cl", "Cl", "Cl", "Cl", "O", "O", "N", "C", "C", "C", "C", "C", "C", "C", "C", "C", "C", "C", "C", "C", "C", "C", "C", "C", "C", "C", "C", "B", "H", "H", "H", "H", "H", "H", "H", "H", "H", "H", "H", "H", "H", "H", "H", "H"],
  "positions_angstrom": [[-2.479, 2.966, 3.553], [1.265, -5.178, 1.201], [-3.834, 1.550, 1.148], [-0.868, 2.166, 1.111], [-2.136, 0.361, 2.897], [-3.287, -1.544, 4.985], [-1.967, 0.848, 5.824], [-1.763, 2.556, 7.497], [-2.065, -1.516, 5.106], [0.414, -4.205, 6.217], [-0.953, -0.023, 3.547], [-0.169, -2.948, 6.080], [-3.310, 1.059, 5.812], [-1.118, -2.057, 1.958], [-3.902, 2.048, 6.581], [-2.010, -3.949, 4.829], [-3.131, 2.839, 7.429], [-0.213, -5.329, 5.664], [0.951, -1.679, 3.128], [1.454, -2.889, 2.643], [0.665, -3.696, 1.819], [-0.368, -1.293, 2.862], [-0.605, -3.255, 1.444], [-1.360, -2.824, 5.344], [-1.419, -5.195, 4.966], [-1.234, -0.250, 5.030], [-1.207, 1.574, 6.685], [-2.307, 1.604, 2.208], [2.450, -3.237, 2.887], [-3.583, 3.619, 8.048], [-4.977, 2.150, 6.511], [-0.181, 1.215, 6.766], [1.614, -1.005, 3.678], [-2.090, -1.686, 1.619], [-3.909, 0.365, 5.249], [1.339, -4.292, 6.787], [-1.939, -6.049, 4.546], [0.224, -6.318, 5.804], [-1.216, -3.849, 0.773], [-1.102, 3.051, 8.210], [-0.279, -0.422, 5.542], [0.269, -2.060, 6.545], [-2.968, -3.810, 4.327], [-0.196, 0.791, 3.458]],
  "total_energy_ha": -2842.7203,
  "gap_ev": 7.5,
  "homo_energy_ev": -8.86,
  "relative_energy_kcal_mol": 0.0,
  "total_charge": 0,
  "spin_multiplicity": 1,
  "molar_mass_da": 454.98
}


(6)
{
  "formula": "C5H2ClN",
  "method": "ωB97M-V/def2-TZVPD",
  "species": ["Cl", "N", "C", "C", "C", "C", "C", "H", "H"],
  "positions_angstrom": [[-1.584, 2.236, 0.312], [-1.979, -1.256, 0.466], [-0.928, -0.785, 0.382], [1.254, -0.655, 0.276], [-0.596, 1.370, -0.803], [0.227, 0.951, -1.656], [0.182, -0.044, -0.173], [1.169, -1.300, 1.126], [2.255, -0.518, 0.069]],
  "total_energy_ha": -706.3123,
  "gap_ev": [7.2, 7.2],
  "homo_energy_ev": [-6.99, -11.02],
  "relative_energy_kcal_mol": 81.8,
  "total_charge": 0,
  "spin_multiplicity": 3,
  "s2": 2.01,
  "molar_mass_da": 111.53
}


(7)
{
  "formula": "C3H7Br",
  "method": "ωB97M-V/def2-TZVPD",
  "species": ["Br", "C", "C", "C", "H", "H", "H", "H", "H", "H", "H"],
  "positions_angstrom": [[2.041, 0.895, 0.315], [-1.650, 1.172, 0.613], [1.904, -0.859, -0.552], [-1.643, -0.071, 0.134], [-1.411, 1.975, -0.110], [-1.384, -0.437, -0.817], [2.974, -1.336, -0.448], [-1.692, 1.548, 1.559], [1.620, -0.728, -1.634], [1.114, -1.320, 0.009], [-1.874, -0.840, 0.930]],
  "total_energy_ha": -2692.4535,
  "gap_ev": 10.6,
  "homo_energy_ev": -9.76,
  "relative_energy_kcal_mol": 22.7,
  "smiles": "C=C.CBr",
  "total_charge": 0,
  "spin_multiplicity": 1,
  "molar_mass_da": 122.99
}


(8)
{
  "formula": "C45H44BrClN7O4Pt",
  "method": "ωB97M-V/def2-TZVPD",
  "species": ["Pt", "Br", "Cl", "O", "O", "O", "O", "N", "N", "N", "N", "N", "N", "N", "C", "C", "C", "C", "C", "C", "C", "C", "C", "C", "C", "C", "C", "C", "C", "C", "C", "C", "C", "C", "C", "C", "C", "C", "C", "C", "C", "C", "C", "C", "C", "C", "C", "C", "C", "C", "C", "C", "C", "C", "C", "C", "C", "C", "C", "H", "H", "H", "H", "H", "H", "H", "H", "H", "H", "H", "H", "H", "H", "H", "H", "H", "H", "H", "H", "H", "H", "H", "H", "H", "H", "H", "H", "H", "H", "H", "H", "H", "H", "H", "H", "H", "H", "H", "H", "H", "H", "H", "H"],
  "positions_angstrom": [[1.222, -0.695, -1.540], [2.230, -9.131, 6.094], [-2.458, 6.741, -1.002], [1.691, 1.465, -2.082], [3.288, -1.087, -1.478], [4.488, 3.061, -2.205], [-5.761, -0.491, -1.313], [5.326, -3.743, 2.809], [-2.881, 0.253, -1.474], [2.427, 3.542, -3.898], [5.072, -4.360, 3.818], [-0.857, -0.462, -1.809], [1.541, -1.932, 0.392], [-2.975, -0.698, -2.395], [4.747, -3.136, 1.795], [1.632, 3.784, -1.588], [-4.155, 5.144, 0.349], [4.448, -5.438, 4.282], [2.850, -2.207, 0.554], [3.751, -1.656, -0.443], [2.345, -3.605, 2.440], [3.315, -3.009, 1.623], [-4.611, -0.737, 0.857], [3.056, 2.278, -3.885], [-5.104, 4.150, 0.423], [0.888, 3.050, 1.030], [-3.928, -1.961, 0.219], [1.237, 2.081, 0.130], [4.444, -0.122, -4.022], [-4.198, 4.981, -2.072], [5.610, -2.496, 0.868], [0.870, 4.401, 0.644], [1.934, 4.223, -2.889], [5.142, -1.818, -0.217], [0.645, -2.492, 1.186], [1.557, 2.389, -1.221], [-5.782, -1.245, 1.709], [3.330, 0.085, -4.835], [3.557, -6.598, 6.204], [-1.759, -1.124, -2.584], [-5.138, 0.225, -0.289], [3.146, -7.639, 5.363], [-5.143, 3.984, -1.979], [3.416, -7.600, 3.991], [4.062, -6.519, 3.448], [5.632, 2.942, -1.378], [1.007, -3.364, 2.207], [4.171, 2.059, -3.031], [-3.626, -0.024, 1.789], [-1.602, 0.407, -1.130], [-6.138, 1.257, 0.315], [-4.007, 1.016, -1.005], [4.859, 0.847, -3.134], [-5.586, 3.520, -0.733], [-6.556, 2.392, -0.634], [4.220, -5.521, 5.674], [1.262, 4.751, -0.618], [2.662, 1.293, -4.784], [-3.678, 5.544, -0.903], [-6.788, 1.982, -1.618], [-4.082, 0.824, 2.293], [-1.232, 1.127, -0.425], [-5.489, 3.867, 1.390], [3.357, -6.650, 7.262], [5.725, 0.670, -2.518], [6.531, 2.720, -1.961], [-3.863, 5.334, -3.034], [1.799, 1.465, -5.408], [5.475, 2.169, -0.620], [5.820, -1.415, -0.948], [2.456, 4.002, -4.804], [1.285, 1.023, 0.402], [-4.389, -2.212, -0.733], [4.560, -4.714, 6.302], [0.570, 5.152, 1.355], [0.250, -3.819, 2.825], [-2.866, -1.795, 0.057], [0.629, 2.777, 2.043], [-1.513, -1.918, -3.259], [-6.515, -0.991, -0.977], [-6.228, -0.456, 2.307], [2.631, -4.264, 3.244], [-5.721, 1.670, 1.231], [-3.315, -0.724, 2.562], [-4.026, -2.821, 0.875], [1.707, 5.263, -3.106], [5.747, 3.913, -0.900], [-5.548, 3.553, -2.881], [-3.789, 5.623, 1.244], [-7.489, 2.801, -0.226], [-5.418, -1.997, 2.405], [1.324, 5.794, -0.890], [-4.472, 1.453, -1.891], [-2.734, 0.321, 1.273], [3.112, -8.419, 3.354], [4.302, -6.490, 2.395], [-7.041, 0.703, 0.576], [-6.551, -1.715, 1.101], [3.010, -0.683, -5.521], [-0.394, -2.250, 1.009], [6.672, -2.592, 1.037], [4.997, -1.044, -4.102], [-3.633, 1.807, -0.354]],
  "total_energy_ha": -5577.9181,
  "gap_ev": [2.6, 2.6],
  "homo_energy_ev": [-13.56, -13.56],
  "total_charge": 3,
  "spin_multiplicity": 1,
  "molar_mass_da": 1057.33
}